(1)
{
  "formula": "C23H33N3O3S",
  "method": "ωB97M-V with the def2-TZVPD basis set",
  "species": ["S", "O", "O", "O", "N", "N", "N", "C", "C", "C", "C", "C", "C", "C", "C", "C", "C", "C", "C", "C", "C", "C", "C", "C", "C", "C", "C", "C", "C", "C", "H", "H", "H", "H", "H", "H", "H", "H", "H", "H", "H", "H", "H", "H", "H", "H", "H", "H", "H", "H", "H", "H", "H", "H", "H", "H", "H", "H", "H", "H", "H", "H", "H"],
  "xyz": [[2.39242, -0.12180, -1.77272], [-2.58405, 3.31043, 1.47822], [-0.10394, 2.10379, -0.74925], [1.08926, -0.74476, -1.54954], [-1.40906, -2.58084, 0.22197], [-3.42023, -0.60524, -0.31709], [-2.81787, 2.17139, -0.47469], [5.19273, 0.13475, 1.16047], [-0.21234, -4.72786, -0.00062], [5.39013, 0.47437, -1.32140], [2.49923, -0.44674, 0.95984], [1.56724, 2.47669, 0.67796], [-1.45428, -1.32926, 0.94770], [-3.30095, -1.82694, -1.09811], [3.23649, -0.13357, -0.16617], [-2.10208, 2.67259, 0.55765], [0.35048, 2.71604, 1.34647], [-4.80555, -0.15918, -0.29129], [-1.12101, -5.40935, 1.01408], [1.23427, 2.12176, -0.60452], [-2.89598, -0.84053, 1.01914], [-4.25283, 2.31595, -0.51476], [4.45837, -0.15950, 2.29701], [-0.10652, -3.22607, 0.26645], [-1.85947, -2.31872, -1.13214], [-0.64532, 2.47347, 0.43498], [4.59524, 0.14950, -0.09441], [2.06935, 1.74741, -1.75107], [3.10941, -0.45772, 2.20074], [-4.99521, 1.24259, 0.28447], [-4.66297, 1.28626, 1.32120], [-1.08147, -1.48565, 1.96350], [0.29944, -3.08675, 1.27291], [-3.93572, -2.62653, -0.67560], [-2.42565, 1.41048, -1.01093], [1.55792, 1.94804, -2.69050], [6.42876, 0.18106, -1.18759], [-3.49987, -1.59690, 1.55133], [-5.16380, -0.15872, -1.32598], [1.45392, -0.68912, 0.84552], [-0.83768, -0.55464, 0.45745], [-6.06180, 1.47446, 0.26808], [-0.71229, -5.31061, 2.01734], [4.98715, -0.03475, -2.19350], [0.79093, -5.15743, 0.04656], [2.55597, 2.57224, 1.07882], [-1.81699, -3.24154, -1.71236], [0.58998, -2.76797, -0.45212], [-1.21588, -1.56830, -1.62108], [6.24744, 0.35367, 1.24470], [-4.56700, 2.28988, -1.56136], [-0.59693, -4.90010, -1.00677], [2.53642, -0.69553, 3.08358], [-2.10092, -4.94100, 0.99600], [-4.48416, 3.29668, -0.09058], [-1.22902, -6.46771, 0.78732], [3.04402, 2.22326, -1.72531], [0.21075, 3.02635, 2.36085], [5.37314, 1.54781, -1.51338], [-5.43630, -0.86644, 0.27948], [4.94469, -0.16357, 3.26109], [-3.63940, -1.62080, -2.11766], [-2.92444, 0.09146, 1.58656]],
  "forces_ev_per_a": [[0.97, 1.10, 0.47], [0.03, -0.01, 0.25], [-0.27, -0.06, -0.30], [-1.14, -0.51, 0.05], [0.06, 0.11, 0.06], [-0.03, -0.22, -0.11], [0.16, 0.07, -0.09], [-0.03, 0.02, 0.00], [-0.09, 0.16, 0.27], [0.10, 0.07, 0.06], [-0.16, -0.15, -0.05], [-0.16, -0.04, -0.72], [-0.24, 0.10, 0.15], [0.16, -0.15, -0.18], [0.01, -0.10, -0.44], [-0.12, 0.01, -0.59], [-0.72, -0.17, -0.38], [-0.16, 0.17, 0.13], [0.10, -0.04, -0.25], [0.63, 0.18, 0.66], [0.28, 0.13, 0.12], [-0.29, 0.02, 0.32], [0.03, 0.02, 0.06], [0.15, -0.23, -0.24], [-0.26, -0.01, -0.13], [0.64, 0.30, 0.97], [0.00, -0.01, 0.04], [-0.12, -0.75, -0.10], [0.02, -0.01, -0.03], [0.22, -0.07, -0.27], [-0.07, 0.04, 0.07], [0.01, 0.02, -0.02], [0.03, 0.03, 0.01], [0.00, 0.02, -0.04], [0.07, 0.05, 0.10], [0.08, 0.01, -0.08], [0.06, 0.00, -0.05], [0.00, 0.06, 0.00], [-0.04, -0.05, 0.03], [-0.13, -0.01, -0.01], [0.02, 0.01, 0.06], [-0.03, 0.00, 0.07], [0.01, -0.01, 0.16], [0.09, 0.00, -0.12], [0.02, 0.00, -0.11], [0.25, -0.02, 0.02], [-0.01, 0.02, -0.04], [-0.02, 0.01, 0.16], [-0.05, -0.08, -0.01], [0.12, 0.00, -0.01], [-0.01, 0.05, 0.03], [0.07, -0.03, -0.09], [-0.06, -0.03, 0.08], [-0.11, -0.01, 0.07], [-0.03, -0.08, -0.17], [-0.04, -0.12, 0.06], [0.07, 0.10, -0.04], [-0.12, 0.10, 0.20], [0.03, 0.07, -0.10], [0.04, -0.03, -0.10], [0.05, -0.01, 0.08], [-0.02, -0.03, 0.04], [-0.04, -0.02, 0.03]],
  "homo_energy_ev": -8.21,
  "lumo_energy_ev": 0.46,
  "gap_ev": 8.665
}


(2)
{
  "formula": "C4H9NO",
  "method": "ωB97M-V with the def2-TZVPD basis set",
  "species": ["O", "N", "C", "C", "C", "C", "H", "H", "H", "H", "H", "H", "H", "H", "H"],
  "xyz": [[0.70123, 0.42225, -2.16126], [-0.36803, 0.02950, 0.77901], [-0.16830, -0.20662, -1.63035], [0.50561, 1.20338, 0.86216], [-0.70995, -0.59788, 2.02734], [-0.03958, -0.87177, -0.26965], [-0.74598, -1.69885, -0.28586], [-1.03168, 0.14796, 2.75167], [0.71758, 1.40822, 1.90679], [1.45765, 0.98356, 0.35510], [0.99485, -1.28237, -0.21604], [0.09977, -1.21529, 2.45519], [-1.54304, -1.29065, 1.87900], [0.04915, 2.02672, 0.30976], [-1.16570, -0.32069, -2.11626]],
  "forces_ev_per_a": [[0.27, 0.08, -0.14], [-0.48, 0.69, 0.13], [-0.58, 0.03, 0.11], [0.18, -0.85, -0.59], [-0.06, -0.57, 0.07], [0.64, -0.55, -0.69], [-0.04, -0.19, 0.23], [0.09, 0.01, 0.02], [-0.11, 0.43, 0.00], [-0.03, 0.12, 0.22], [-0.22, 0.08, 0.14], [0.12, 0.24, 0.08], [-0.06, 0.12, -0.05], [0.12, 0.26, 0.41], [0.16, 0.10, 0.06]],
  "homo_energy_ev": -8.54,
  "lumo_energy_ev": 1.03,
  "gap_ev": 9.566,
  "smiles": "CN(C)CC=O"
}


(3)
{
  "formula": "C25H31N3OP2Re",
  "method": "ωB97M-V with the def2-TZVPD basis set",
  "species": ["Re", "P", "P", "O", "N", "N", "N", "C", "C", "C", "C", "C", "C", "C", "C", "C", "C", "C", "C", "C", "C", "C", "C", "C", "C", "C", "C", "C", "C", "C", "C", "C", "H", "H", "H", "H", "H", "H", "H", "H", "H", "H", "H", "H", "H", "H", "H", "H", "H", "H", "H", "H", "H", "H", "H", "H", "H", "H", "H", "H", "H", "H", "H"],
  "xyz": [[0.29915, -0.01468, 0.14466], [0.34654, -2.20045, -0.07834], [-1.82184, 0.49256, -0.29604], [-1.37745, -0.40991, 7.15431], [0.63554, 0.05286, -1.87758], [-1.43470, 1.85342, 6.96068], [-0.16062, 0.17403, 2.30375], [-0.38546, 3.51937, -3.94955], [1.98759, -1.94639, -2.34557], [1.83831, -0.54528, -2.34029], [-1.23506, 0.60109, 6.45773], [1.56898, -3.17637, 0.89345], [-1.11640, 1.52243, -2.77947], [-3.25818, -0.49300, 0.25201], [3.19488, -2.45272, -2.83339], [-1.13338, -3.27593, 0.10933], [-0.66269, -0.75620, 4.45213], [-2.14380, 0.63072, -2.13944], [-2.37592, 2.17203, 0.19768], [0.87406, -2.78414, -1.79198], [2.57211, 1.73733, -2.26109], [-0.31836, 1.41210, 2.81961], [-1.40999, 2.66958, -3.51885], [-0.32553, -0.89996, 3.10510], [-0.69195, 1.60846, 4.15610], [1.27257, 2.12438, -2.87457], [-0.86169, 0.51120, 5.00976], [0.95137, 3.26521, -3.61851], [0.24634, 1.22983, -2.56670], [2.88089, 0.33311, -2.64297], [4.21712, -1.58999, -3.24427], [4.07424, -0.20054, -3.14186], [4.87754, 0.47265, -3.44904], [1.74715, 3.94037, -3.93936], [2.54793, -2.69392, 0.80018], [-0.85081, 2.63304, 4.48048], [-0.83827, -4.33429, 0.07180], [1.63091, -4.20811, 0.52162], [1.28723, -3.18442, 1.95235], [1.91447, -0.31069, 0.58282], [-0.64824, 4.40525, -4.53060], [-3.25444, -1.48489, -0.21348], [-2.48273, 2.22047, 1.28832], [-1.61984, -3.08395, 1.07300], [-3.21349, -0.61399, 1.34189], [2.32398, 1.65848, -1.11125], [-3.33707, 2.40611, -0.27958], [1.17867, -3.83383, -1.71549], [3.31933, -3.53365, -2.88124], [-0.13995, 2.25388, 2.13909], [-0.18098, -1.88904, 2.65297], [-4.18827, 0.03085, -0.01152], [-1.62164, 1.92360, 7.95415], [-3.15433, 1.03143, -2.26871], [-2.11569, -0.39675, -2.53350], [5.14249, -2.01676, -3.63403], [3.37081, 2.41945, -2.54461], [-0.03002, -2.72814, -2.41921], [-1.20381, 2.69486, 6.46580], [-1.63201, 2.91247, -0.11844], [-1.85492, -3.08181, -0.69272], [-2.45359, 2.88610, -3.74402], [-0.76708, -1.65891, 5.04653]],
  "forces_ev_per_a": [[3.03, 0.89, 1.52], [0.27, -4.39, -0.75], [-4.86, 1.26, -1.17], [0.34, 1.38, -1.59], [0.53, -0.46, -2.05], [0.13, -0.54, -0.12], [0.15, 0.04, -0.45], [-0.06, -0.07, -0.08], [0.44, -0.10, 0.00], [-0.91, 0.52, 1.08], [-0.56, -0.60, 2.14], [0.12, 0.53, 0.28], [0.00, 0.13, 0.03], [-0.03, -0.05, 0.05], [-0.67, 0.00, 0.35], [-0.10, 0.26, 0.12], [0.16, -0.33, -0.49], [0.08, -0.27, 0.08], [0.11, 0.03, 0.09], [-0.24, 0.55, -0.11], [0.11, 0.17, 0.64], [-0.17, -0.35, 0.65], [-0.08, -0.42, 0.39], [-0.17, 0.45, 0.52], [0.18, -0.01, -0.57], [-0.66, 0.85, -0.88], [0.28, -0.24, -1.14], [0.47, -0.42, 0.34], [0.02, -0.35, 1.29], [0.94, -0.77, -0.61], [-0.05, 0.00, -0.10], [-0.46, 0.59, 0.23], [-0.15, -0.29, 0.21], [-0.31, -0.08, 0.19], [-0.17, -0.11, 0.06], [0.11, -0.20, -0.03], [-0.01, 0.34, -0.02], [-0.21, 0.31, 0.10], [0.19, -0.11, -0.18], [0.53, 0.05, 0.24], [0.16, -0.28, 0.15], [-0.04, 0.26, 0.13], [-0.06, 0.05, -0.24], [0.02, -0.08, -0.17], [-0.06, -0.01, -0.19], [1.13, 0.67, -1.79], [0.23, -0.03, 0.20], [-0.17, 0.22, 0.09], [0.10, 0.25, -0.04], [-0.14, -0.31, 0.37], [-0.12, 0.58, 0.33], [0.25, -0.18, 0.09], [0.02, -0.04, -0.24], [0.14, -0.11, -0.04], [0.00, 0.29, -0.03], [-0.26, 0.18, 0.10], [0.03, 0.08, 0.53], [0.29, 0.00, 0.08], [-0.01, -0.02, 0.07], [-0.15, -0.02, 0.05], [0.15, -0.04, 0.17], [0.27, 0.08, 0.01], [-0.06, 0.27, 0.15]],
  "homo_energy_ev": [-14.40, -14.42],
  "spin_multiplicity": 4,
  "lumo_energy_ev": [-6.69, -9.18],
  "gap_ev": [7.708, 5.233],
  "total_charge": 2
}


(4)
{
  "formula": "C17H24Cl51NOP2S",
  "method": "ωB97M-V with the def2-TZVPD basis set",
  "species": ["Cl", "Cl", "Cl", "Cl", "Cl", "Cl", "Cl", "Cl", "Cl", "Cl", "Cl", "Cl", "Cl", "Cl", "Cl", "Cl", "Cl", "Cl", "Cl", "Cl", "Cl", "Cl", "Cl", "Cl", "Cl", "Cl", "Cl", "Cl", "Cl", "Cl", "Cl", "Cl", "Cl", "Cl", "Cl", "Cl", "Cl", "Cl", "Cl", "Cl", "Cl", "Cl", "Cl", "Cl", "Cl", "Cl", "Cl", "Cl", "Cl", "Cl", "Cl", "S", "P", "P", "O", "N", "C", "C", "C", "C", "C", "C", "C", "C", "C", "C", "C", "C", "C", "C", "C", "C", "C", "H", "H", "H", "H", "H", "H", "H", "H", "H", "H", "H", "H", "H", "H", "H", "H", "H", "H", "H", "H", "H", "H", "H", "H"],
  "xyz": [[1.04355, 7.34439, -0.43004], [-2.94727, -8.97798, -0.28563], [-0.96936, -8.92025, 1.85172], [3.96341, 9.08161, -3.01847], [1.24326, 6.43090, 9.70630], [-4.01895, -3.36697, -10.47330], [-1.51567, 1.04466, -11.61990], [0.59413, 6.42373, 6.86689], [-4.07791, 1.02705, 2.75573], [1.49534, 4.00264, 3.86313], [-5.06394, 3.86046, 1.00928], [5.32701, -0.41439, 8.76856], [5.42161, 4.94233, -0.39452], [3.63376, -5.25046, -6.91131], [-5.69684, 0.10174, 4.99309], [-0.86654, 1.05183, -8.78048], [-3.72279, -3.75340, -4.84486], [-7.05162, 5.90893, 1.58878], [2.20899, -2.18222, 5.15843], [3.12293, -1.03692, 2.64114], [-1.78696, -0.28561, -2.47519], [-0.55814, 8.13440, -2.73077], [5.72498, 2.08848, 0.10238], [4.04868, -2.93267, 8.05593], [-6.23484, -2.34743, -12.06494], [1.70753, 4.03785, 8.11221], [-5.23743, 2.95214, 4.60855], [-0.09480, 2.91142, -0.46340], [-3.31059, 0.07815, -0.01959], [4.50768, 3.79703, 2.12276], [-0.36624, 0.74198, 1.46086], [-1.70294, 6.40830, -0.68290], [-0.40227, -1.34122, -10.37458], [-5.46782, -0.99534, -9.60176], [-2.36820, -6.48002, 1.09578], [-0.72745, 2.99223, 5.45111], [-1.55339, -3.29624, 4.66313], [-4.32647, 6.20415, 2.57355], [2.85000, 11.46749, -4.26379], [3.49913, 11.47466, -1.42437], [-3.45134, -1.58396, -6.76912], [2.47424, -3.32537, -5.05849], [2.21556, 1.27585, 0.22284], [2.01483, -6.17577, -4.67395], [3.42629, -3.89077, 3.13804], [5.79581, -1.59520, 6.14762], [-1.14099, -3.21953, -6.08288], [-3.71565, -5.16945, 4.11624], [1.29716, 1.15573, 4.44516], [-4.10670, -2.31972, 3.65818], [-1.43692, -2.13924, -0.25608], [4.51248, -4.22877, -1.09996], [0.67196, -5.46391, 0.49169], [2.57292, -4.82901, -0.39615], [1.80463, -4.01574, -1.74790], [0.07894, -4.22159, 1.34319], [0.66613, 5.45206, 8.34675], [-5.34034, 5.59324, 1.25505], [-2.49459, -8.23971, 1.26021], [-5.59495, -2.55856, -10.42625], [-2.94165, -3.65414, 3.62191], [2.92201, 10.49582, -2.78392], [-2.58541, -1.10446, -1.12193], [0.71088, 1.99511, 0.82136], [-4.54649, 1.32951, 4.43753], [-1.44367, 0.07298, -10.14003], [5.49477, -1.92743, 7.86183], [5.72075, 3.70185, 0.83484], [-2.64566, -2.50027, -5.48436], [3.42206, -2.27740, 3.87051], [0.98720, 2.79122, 5.05215], [-0.22703, 6.84629, -1.56009], [3.16518, -4.94801, -5.22951], [-2.58217, -3.76967, 2.59631], [-0.34296, 5.10202, 8.57833], [0.66903, -3.36520, 1.27818], [-2.45276, -0.27705, -9.90846], [6.70477, 3.88301, 1.27452], [2.90364, -6.24262, -0.62339], [0.12307, 5.96654, -2.10590], [-0.30555, -5.88929, -0.47639], [5.30531, -4.10361, 0.08523], [0.95760, 2.68416, 1.63301], [-3.27695, -8.46204, 1.99022], [4.06094, -5.00830, -4.60629], [4.40608, -2.09624, 4.31019], [-6.28866, -3.18890, -9.86422], [-3.38260, -1.73529, -1.52312], [1.91291, 10.14578, -2.55234], [1.57223, 2.93686, 5.96372], [2.34115, -3.18520, -1.96340], [6.35143, -2.47553, 8.26199], [2.89183, -4.19068, 0.86326], [-2.39894, -1.81122, -4.67271], [0.94107, -6.55513, 1.37920], [-5.06570, 6.11935, 0.33733], [-3.65074, 1.26921, 5.06076]],
  "forces_ev_per_a": [[-0.12, -0.09, -0.17], [0.03, 0.06, 0.20], [-0.16, 0.04, -0.02], [-0.17, 0.13, 0.04], [-0.10, -0.19, -0.17], [-0.20, 0.12, 0.06], [-0.05, -0.12, 0.17], [-0.02, -0.18, 0.20], [-0.01, 0.07, 0.51], [-0.04, 0.00, 0.15], [-0.01, 0.31, -0.05], [0.07, -0.22, -0.14], [0.06, -0.13, 0.17], [-0.03, 0.05, 0.23], [0.04, 0.30, 0.03], [-0.11, -0.12, -0.12], [0.09, 0.15, 0.00], [0.20, -0.01, -0.07], [0.22, -0.04, -0.29], [0.08, -0.22, 0.06], [-0.05, 0.01, -0.02], [0.06, -0.12, 0.06], [0.10, 0.16, 0.10], [0.32, 0.10, 0.05], [0.05, -0.04, 0.24], [-0.01, 0.14, 0.30], [0.12, -0.16, 0.05], [0.04, -0.04, 0.13], [-0.10, -0.21, -0.48], [0.16, -0.03, -0.11], [0.26, 0.28, -0.13], [0.19, 0.00, -0.10], [-0.18, 0.14, 0.05], [-0.05, -0.10, -0.07], [-0.21, -0.30, 0.14], [0.17, 0.04, 0.00], [-0.18, -0.04, -0.19], [-0.07, -0.04, -0.18], [-0.04, -0.13, 0.17], [-0.11, -0.13, -0.14], [0.06, -0.09, 0.14], [0.11, -0.14, -0.01], [-0.12, 0.12, 0.06], [0.16, 0.14, -0.02], [0.16, 0.09, 0.39], [0.27, 0.07, 0.29], [-0.18, 0.13, 0.12], [0.01, 0.11, 0.03], [0.01, 0.36, 0.21], [0.25, -0.36, -0.05], [-0.35, -0.06, -0.18], [2.09, 0.81, 0.32], [-2.02, 2.65, 0.98], [-0.24, -0.25, -1.61], [1.91, 0.03, 2.13], [0.64, -0.19, -0.54], [-0.18, 0.21, -0.02], [0.01, -0.06, -0.10], [-0.17, 0.08, 0.01], [0.00, -0.15, -0.04], [0.14, 0.05, -0.17], [-0.07, -0.02, 0.02], [0.05, -0.19, 0.20], [-0.08, -0.09, 0.20], [0.03, 0.07, 0.00], [-0.05, -0.06, 0.02], [-0.14, -0.10, 0.26], [0.03, 0.03, 0.00], [0.15, 0.06, 0.01], [-0.07, 0.19, 0.06], [0.06, -0.29, 0.04], [0.03, -0.10, 0.04], [0.07, -0.04, 0.07], [0.06, 0.01, 0.31], [0.36, 0.08, -0.09], [-0.50, -0.93, 0.09], [0.32, 0.09, -0.07], [-0.35, -0.07, -0.16], [0.08, 0.93, 0.17], [-0.11, 0.30, 0.19], [0.86, -0.41, 0.34], [-1.45, -0.26, -1.32], [-0.05, -0.24, -0.30], [0.28, 0.07, -0.24], [-0.30, 0.03, -0.20], [-0.52, -0.15, -0.25], [0.25, 0.24, -0.18], [0.26, 0.24, 0.12], [0.34, 0.09, -0.07], [-0.29, -0.02, -0.47], [-0.86, -1.58, 0.36], [-0.28, 0.20, -0.18], [-0.51, -0.56, -0.60], [-0.08, -0.24, -0.27], [0.05, -0.12, -0.78], [-0.10, -0.16, 0.33], [-0.28, -0.01, -0.23]],
  "homo_energy_ev": -8.52,
  "lumo_energy_ev": -0.09,
  "gap_ev": 8.431
}


no.,DFT total energy (Ha)
1,-1684.37682
2,-287.75936
3,-1971.17910
4,-25342.65203